This record from the OMol25 dataset describes 2 unconnected molecules or ions with the total composition CH2Cl2FP in a non-equilibrium geometry. The level of theory is ωB97M-V/def2-TZVPD.

XYZ file:
```
7
Properties=species:S:1:pos:R:3
C 1.446 0.311 0.244
F 1.290 1.129 -0.864
P -2.267 -1.187 -0.876
Cl -0.623 -1.332 0.276
Cl -2.948 0.576 -0.236
H 2.342 -0.320 0.439
H 0.761 0.822 1.018
```

Computed properties:
- Total energy: -1400.8135 Ha
- HOMO-LUMO gap (spin up / spin down): 8.6 / 7.0 eV
- Net charge: 0
- Highest occupied orbital energy (spin up / spin down): -8.30 / -8.25 eV
- Relative energy (zero: lowest compared OMol25 entry of this formula, charge and spin): 2.8099 eV

What are the Mulliken partial charges on each atom? They are as follows, in elementary charge units:
1 C -0.426
2 F -0.234
3 P 0.264
4 Cl -0.099
5 Cl -0.150
6 H 0.338
7 H 0.307